Here is a structure of composition C50H47BN14O8RbS3 from OMol25. Energies are from ωB97M-V/def2-TZVPD.

Positions of all 124 atoms, in Å:
Rb: -0.063 -0.291 0.309
C: 2.433 4.209 -0.533
C: 2.071 2.951 0.030
N: 1.009 2.423 -0.674
N: 0.743 3.224 -1.765
C: 1.559 4.348 -1.648
B: -0.590 3.225 -2.581
N: -1.741 3.931 -1.775
C: -2.944 4.514 -2.221
C: -3.864 4.586 -1.130
C: -3.170 3.983 -0.041
N: -1.936 3.556 -0.471
N: -0.986 1.741 -2.913
C: -2.156 1.361 -3.566
C: -2.058 0.010 -4.010
C: -0.735 -0.362 -3.637
N: -0.120 0.681 -2.970
N: -0.324 3.956 -3.957
C: 0.700 3.671 -4.868
C: 0.660 4.619 -5.931
C: -0.376 5.523 -5.558
N: -0.928 5.129 -4.359
H: 3.197 4.890 -0.190
H: 2.479 2.368 0.878
H: 1.484 5.161 -2.376
H: -3.030 4.850 -3.237
H: -4.856 5.023 -1.129
H: -3.449 3.793 0.994
H: -2.952 2.085 -3.707
H: -2.787 -0.618 -4.489
H: -0.131 -1.251 -3.782
H: 1.314 2.791 -4.711
H: 1.285 4.641 -6.815
H: -0.752 6.428 -6.037
O: -0.493 3.273 1.962
H: -0.840 3.274 1.043
H: 0.461 3.176 1.851
N: 2.255 -1.318 -2.345
C: 2.058 -2.473 -2.607
H: 2.880 -0.502 -2.135
O: 1.630 -3.519 1.456
H: 1.947 -2.638 1.780
H: 2.321 -3.783 0.814
O: -2.369 -2.448 0.884
S: -3.319 -1.325 0.818
O: -4.658 -1.641 0.402
O: -2.799 -0.178 0.095
O: -3.450 -0.872 2.396
O: 2.473 -1.101 2.367
C: 3.255 -0.546 1.593
N: 4.513 -0.122 1.881
C: 5.173 0.571 0.790
C: 4.034 0.378 -0.290
O: 4.149 0.742 -1.470
N: 2.975 -0.260 0.278
C: 6.477 -0.084 0.331
C: 6.409 -1.360 -0.240
C: 7.541 -2.020 -0.682
C: 8.777 -1.409 -0.545
C: 8.879 -0.159 0.033
C: 7.743 0.488 0.505
C: 5.328 2.075 1.025
C: 4.915 2.701 2.199
C: 5.013 4.083 2.344
C: 5.530 4.862 1.331
C: 5.939 4.259 0.140
C: 5.776 2.900 -0.028
H: 4.942 -0.395 2.747
H: 5.438 -1.861 -0.386
H: 7.452 -2.996 -1.168
H: 9.659 -1.910 -0.895
H: 9.850 0.325 0.135
H: 7.835 1.435 1.043
H: 4.513 2.121 3.038
H: 4.649 4.531 3.266
H: 5.616 5.943 1.459
H: 6.374 4.858 -0.670
H: 5.988 2.429 -0.996
S: -3.580 -0.578 7.134
C: -2.697 -0.316 5.615
C: -1.915 0.842 5.406
C: -1.375 0.960 4.115
N: -1.414 0.039 3.188
C: -2.274 -1.057 3.310
C: -2.898 -1.234 4.630
C: -5.168 -0.138 6.620
C: -5.542 1.190 6.724
C: -6.807 1.524 6.251
N: -7.638 0.635 5.744
C: -7.289 -0.649 5.707
C: -6.048 -1.104 6.139
H: -1.827 1.636 6.165
H: -0.844 1.884 3.827
H: -1.762 -1.955 2.908
H: -3.619 -2.048 4.790
H: -4.845 1.936 7.140
H: -7.185 2.544 6.259
H: -8.039 -1.328 5.297
H: -5.771 -2.167 6.121
N: -0.424 -3.462 -0.850
S: -1.900 -3.453 -1.297
C: -1.802 -4.025 -2.962
C: -3.002 -4.352 -3.567
C: -2.956 -4.963 -4.813
C: -1.723 -5.179 -5.426
C: -0.539 -4.798 -4.819
C: -0.569 -4.250 -3.538
C: -2.907 -4.689 -0.507
C: -4.267 -4.522 -0.293
C: -4.996 -5.592 0.205
C: -4.366 -6.802 0.502
C: -3.026 -6.965 0.220
C: -2.288 -5.910 -0.329
H: -0.289 -3.664 0.148
H: -3.954 -4.167 -3.043
H: -3.876 -5.255 -5.327
H: -1.713 -5.655 -6.405
H: 0.424 -4.964 -5.320
H: 0.357 -3.985 -2.995
H: -4.723 -3.529 -0.469
H: -6.056 -5.491 0.379
H: -4.935 -7.633 0.920
H: -2.523 -7.908 0.441
H: -1.231 -6.061 -0.621

The expectation value of S² is 0.79. The calculation puts the frontier orbital gap (spin up / spin down) at 5.93 / 4.94 eV. For the energy above the lowest of the compared OMol25 structures with the same formula, charge and spin, the calculation gives 0.0000 eV. Its spin multiplicity is 2. For the LUMO energy (spin up / spin down), the calculation gives 3.34 / 2.34 eV. As for the net charge: -2.

These are the Löwdin partial charges, in e, on atoms 1 to 99:
1 Rb 0.71
2 C -0.05
3 C -0.16
4 N 0.02
5 N 0.01
6 C -0.06
7 B -0.63
8 N 0.02
9 C -0.08
10 C -0.08
11 C -0.12
12 N 0.04
13 N -0.01
14 C -0.07
15 C -0.06
16 C -0.15
17 N 0.04
18 N 0.00
19 C -0.07
20 C -0.10
21 C -0.17
22 N 0.03
23 H 0.07
24 H 0.10
25 H 0.11
26 H 0.07
27 H 0.07
28 H 0.10
29 H 0.10
30 H 0.07
31 H 0.07
32 H 0.11
33 H 0.07
34 H 0.08
35 O -0.10
36 H -0.01
37 H 0.00
38 N 0.07
39 C -0.02
40 H 0.05
41 O -0.10
42 H -0.02
43 H 0.04
44 O -0.45
45 S 0.38
46 O -0.31
47 O -0.43
48 O -0.20
49 O -0.02
50 C -0.58
51 N 0.14
52 C -0.26
53 C -0.46
54 O 0.01
55 N 0.11
56 C -0.12
57 C -0.01
58 C -0.08
59 C -0.12
60 C -0.10
61 C -0.03
62 C -0.16
63 C -0.04
64 C -0.10
65 C -0.12
66 C -0.09
67 C -0.04
68 H 0.15
69 H 0.13
70 H 0.11
71 H 0.09
72 H 0.10
73 H 0.12
74 H 0.12
75 H 0.10
76 H 0.10
77 H 0.11
78 H 0.13
79 S 0.97
80 C -0.51
81 C -0.04
82 C -0.12
83 N 0.11
84 C -0.36
85 C 0.00
86 C -0.57
87 C -0.08
88 C -0.15
89 N 0.05
90 C -0.14
91 C -0.07
92 H 0.11
93 H 0.10
94 H 0.15
95 H 0.12
96 H 0.11
97 H 0.10
98 H 0.11
99 H 0.11


Here is a structure of composition C50H47BN7O4S2SbTi from OMol25. Energies are from ωB97M-V/def2-TZVPD.

Positions of all 113 atoms, in Å:
Ti: -0.105 0.203 0.035
C: 1.654 -4.377 2.030
C: 2.442 -3.136 1.765
C: 3.651 -2.974 1.055
C: 3.890 -1.617 1.088
C: 5.014 -0.819 0.519
N: 2.875 -1.042 1.766
N: 1.999 -1.975 2.204
B: 2.759 0.410 2.231
N: 2.931 1.386 1.036
N: 2.339 1.171 -0.157
C: 2.812 2.094 -0.982
C: 2.402 2.208 -2.414
C: 3.717 2.930 -0.322
C: 3.756 2.452 0.971
C: 4.524 2.984 2.134
N: 1.416 0.632 2.934
N: 0.211 0.489 2.319
C: -0.718 0.737 3.234
C: -2.188 0.731 2.976
C: -0.120 1.014 4.464
C: 1.231 0.936 4.231
C: 2.353 1.117 5.199
H: 2.260 -5.146 2.517
H: 0.804 -4.133 2.666
H: 1.261 -4.797 1.100
H: 4.235 -3.724 0.553
H: 5.699 -1.479 -0.012
H: 4.658 -0.064 -0.180
H: 5.572 -0.299 1.302
H: 3.654 0.680 2.996
H: 2.354 1.237 -2.907
H: 1.427 2.689 -2.517
H: 3.132 2.820 -2.947
H: 4.254 3.773 -0.724
H: 5.097 3.855 1.812
H: 3.857 3.295 2.938
H: 5.210 2.245 2.546
H: -2.520 1.693 2.571
H: -2.474 -0.050 2.271
H: -2.705 0.567 3.923
H: -0.617 1.247 5.390
H: 1.938 1.378 6.173
H: 2.941 0.206 5.302
H: 3.035 1.909 4.892
O: 0.084 3.988 1.320
C: -0.611 3.217 0.678
O: -0.148 2.105 0.161
C: -2.049 3.470 0.358
C: -2.516 4.772 0.565
C: -3.820 5.124 0.295
C: -4.685 4.132 -0.174
C: -4.240 2.848 -0.369
C: -2.899 2.463 -0.124
S: -2.562 0.765 -0.405
H: -1.806 5.492 0.948
H: -4.163 6.141 0.446
H: -5.722 4.370 -0.389
H: -4.921 2.086 -0.719
O: 2.043 -2.537 -2.092
C: 1.336 -1.601 -1.751
O: 1.003 -1.205 -0.571
C: 0.633 -0.727 -2.800
C: 0.793 -1.068 -4.164
C: 0.165 -0.276 -5.079
C: -0.548 0.869 -4.638
C: -1.183 1.751 -5.561
C: -1.808 2.877 -5.118
C: -1.794 3.191 -3.733
C: -1.203 2.359 -2.833
C: -0.604 1.150 -3.266
N: -0.052 0.282 -2.345
H: 1.375 -1.945 -4.395
H: 0.215 -0.495 -6.140
H: -1.145 1.502 -6.615
H: -2.295 3.544 -5.819
H: -2.258 4.104 -3.379
H: -1.147 2.615 -1.789
S: -1.466 -1.652 0.739
Sb: -1.632 -3.503 -1.277
C: -3.131 -4.375 0.011
C: -2.990 -4.338 1.394
C: -3.956 -4.890 2.227
C: -5.089 -5.474 1.688
C: -5.245 -5.511 0.310
C: -4.274 -4.971 -0.517
C: -3.050 -2.384 -2.478
C: -2.949 -2.379 -3.867
C: -3.813 -1.633 -4.656
C: -4.810 -0.875 -4.060
C: -4.920 -0.864 -2.678
C: -4.042 -1.600 -1.898
C: -2.105 -5.442 -2.598
C: -1.364 -6.512 -2.074
C: -1.140 -7.702 -2.749
C: -1.646 -7.878 -4.028
C: -2.391 -6.855 -4.590
C: -2.611 -5.677 -3.883
H: -2.126 -3.857 1.827
H: -3.825 -4.848 3.301
H: -5.846 -5.901 2.335
H: -6.133 -5.958 -0.123
H: -4.399 -5.017 -1.589
H: -2.166 -2.951 -4.346
H: -3.700 -1.636 -5.733
H: -5.484 -0.282 -4.666
H: -5.677 -0.255 -2.201
H: -4.107 -1.545 -0.818
H: -0.926 -6.411 -1.083
H: -0.555 -8.489 -2.287
H: -1.465 -8.797 -4.574
H: -2.800 -6.973 -5.587
H: -3.230 -4.929 -4.360

The calculation puts the frontier orbital gap at 5.33 eV. For the energy above the lowest of the compared OMol25 structures with the same formula, charge and spin, the calculation gives 0.8230 eV. For the LUMO energy, the calculation gives 3.88 eV. As for the net charge: -2.

These are the Löwdin partial charges, in e, on atoms 1 to 99:
1 Ti 0.75
2 C -0.05
3 C -0.37
4 C 0.00
5 C -0.29
6 C -0.02
7 N 0.01
8 N 0.13
9 B -0.53
10 N 0.03
11 N 0.10
12 C -0.34
13 C -0.01
14 C 0.00
15 C -0.29
16 C -0.03
17 N 0.05
18 N 0.05
19 C -0.33
20 C -0.06
21 C 0.01
22 C -0.27
23 C -0.04
24 H 0.06
25 H 0.07
26 H 0.07
27 H 0.09
28 H 0.07
29 H 0.07
30 H 0.07
31 H 0.11
32 H 0.07
33 H 0.07
34 H 0.07
35 H 0.10
36 H 0.07
37 H 0.08
38 H 0.07
39 H 0.07
40 H -0.03
41 H 0.07
42 H 0.10
43 H 0.07
44 H 0.08
45 H 0.06
46 O 0.07
47 C -0.56
48 O -0.25
49 C -0.17
50 C -0.04
51 C -0.12
52 C -0.12
53 C -0.13
54 C -0.55
55 S 0.70
56 H 0.11
57 H 0.08
58 H 0.09
59 H 0.08
60 O 0.06
61 C -0.59
62 O -0.25
63 C -0.19
64 C 0.02
65 C 0.00
66 C -0.15
67 C -0.05
68 C -0.09
69 C -0.05
70 C -0.03
71 C -0.20
72 N 0.13
73 H 0.12
74 H 0.11
75 H 0.10
76 H 0.09
77 H 0.11
78 H 0.07
79 S 0.15
80 Sb 1.36
81 C -0.39
82 C -0.18
83 C -0.11
84 C -0.13
85 C -0.11
86 C -0.13
87 C -0.37
88 C -0.17
89 C -0.11
90 C -0.11
91 C -0.11
92 C -0.19
93 C -0.31
94 C -0.18
95 C -0.13
96 C -0.14
97 C -0.13
98 C -0.15
99 H 0.03